Record 1
Density functional theory data (ωB97M-V/def2-TZVPD) for a 6-piece molecular cluster, C30H59FNO12S6 overall.

Last column: Löwdin charge in e.
Cartesian coordinates (Å):
C  2.496  -5.034  -1.708  0.0736
C  1.281  -4.584  -1.733  -0.1093
C  1.059  -3.231  -2.221  -0.2567
N  1.347  -3.040  -3.690  0.1829
C  0.846  -1.613  -3.952  -0.2332
C  0.008  -1.501  -5.172  -0.0028
C  -0.039  -1.233  -2.726  -0.1820
C  0.629  -0.301  -1.768  -0.3344
C  1.154  0.907  -2.474  0.0043
F  -0.323  0.084  -0.844  0.0055
C  -0.290  -2.611  -2.133  -0.2677
C  -1.019  -2.749  -0.840  -0.1930
S  -2.742  -2.489  -1.131  0.6450
O  -3.494  -2.807  0.004  -0.2928
O  -2.906  -1.189  -1.635  -0.2956
H  2.768  -6.021  -2.001  0.0763
H  3.296  -4.391  -1.403  0.0847
H  0.463  -5.172  -1.389  0.1170
H  1.851  -2.654  -1.770  0.1600
H  0.805  -3.771  -4.137  0.1825
H  2.329  -3.042  -3.938  0.1863
H  1.739  -1.025  -3.958  0.1028
H  0.423  -2.000  -6.026  0.0932
H  -0.987  -1.841  -4.990  0.0905
H  -0.074  -0.463  -5.412  0.1005
H  -0.912  -0.740  -3.078  0.1423
H  1.406  -0.771  -1.199  0.1430
H  0.766  1.791  -2.023  0.0993
H  2.207  0.932  -2.315  0.0682
H  0.937  0.932  -3.521  0.0770
H  -0.919  -3.088  -2.883  0.1427
H  -0.929  -3.725  -0.412  0.1094
H  -0.643  -2.059  -0.111  0.0716
H  -3.027  -3.320  -2.162  0.0891
C  -0.703  0.341  3.685  -0.2112
C  0.633  -0.022  4.343  -0.2018
C  0.910  -1.503  4.063  -0.2115
S  0.090  -1.878  2.512  0.6663
O  -0.958  -2.840  2.746  -0.3088
O  1.087  -2.109  1.480  -0.3514
C  -0.638  -0.256  2.273  -0.2229
H  -0.862  1.413  3.663  0.0902
H  -1.524  -0.103  4.248  0.1252
H  1.429  0.585  3.908  0.1106
H  0.617  0.176  5.412  0.1205
H  1.972  -1.708  3.956  0.1019
H  0.485  -2.151  4.827  0.1088
H  -1.609  -0.354  1.789  0.1085
H  0.040  0.314  1.639  0.0959
C  6.171  2.449  -5.530  -0.2080
C  6.649  1.811  -4.217  -0.1926
C  5.401  1.469  -3.394  -0.2307
S  4.090  1.185  -4.578  0.6860
O  3.086  2.205  -4.413  -0.3110
O  3.726  -0.228  -4.576  -0.3609
C  5.045  1.556  -6.044  -0.2242
H  6.975  2.531  -6.258  0.1186
H  5.790  3.453  -5.336  0.1232
H  7.209  0.901  -4.437  0.1184
H  7.308  2.475  -3.662  0.1190
H  5.539  0.575  -2.793  0.0987
H  5.101  2.294  -2.764  0.0587
H  4.407  2.035  -6.783  0.1099
H  5.430  0.615  -6.435  0.1078
C  4.676  2.792  2.556  -0.2167
C  6.071  3.429  2.474  -0.2036
C  6.769  2.848  1.235  -0.2096
S  5.460  2.416  0.083  0.6739
O  5.445  0.985  -0.102  -0.3216
O  5.504  3.320  -1.040  -0.3294
C  4.097  2.877  1.146  -0.2236
H  4.041  3.302  3.277  0.1181
H  4.762  1.748  2.862  0.1183
H  5.971  4.509  2.366  0.1200
H  6.654  3.243  3.372  0.1173
H  7.432  3.566  0.761  0.1053
H  7.316  1.937  1.469  0.1067
H  3.261  2.203  0.975  0.1013
H  3.814  3.898  0.894  0.1122
C  -6.286  -3.707  1.766  -0.2245
C  -7.525  -3.017  1.179  -0.2116
C  -8.372  -2.518  2.355  -0.2188
S  -7.218  -2.216  3.700  0.6576
O  -7.501  -3.132  4.770  -0.3124
O  -7.126  -0.797  3.934  -0.3363
C  -5.752  -2.771  2.839  -0.2303
H  -5.535  -3.901  1.004  0.0882
H  -6.573  -4.662  2.210  0.1215
H  -7.212  -2.171  0.564  0.1156
H  -8.099  -3.688  0.543  0.1127
H  -8.895  -1.594  2.124  0.1008
H  -9.082  -3.269  2.693  0.1043
H  -5.076  -3.249  3.543  0.1108
H  -5.275  -1.897  2.396  0.1016
C  -5.732  4.269  3.182  -0.2138
C  -5.157  3.385  2.065  -0.2082
C  -3.627  3.432  2.188  -0.2155
S  -3.279  3.741  3.929  0.6711
O  -2.645  5.027  4.054  -0.3154
O  -2.685  2.560  4.516  -0.3361
C  -4.979  3.884  4.450  -0.2250
H  -6.804  4.125  3.300  0.1180
H  -5.556  5.321  2.947  0.1201
H  -5.506  2.361  2.199  0.1153
H  -5.480  3.716  1.080  0.1144
H  -3.161  2.494  1.896  0.0917
H  -3.199  4.251  1.615  0.1034
H  -5.050  4.625  5.243  0.1115
H  -5.293  2.914  4.814  0.1077

Calculated values
- Energy: -4624.763588 Ha
- Frontier orbital gap: 0.328 hartree
- Lowest unoccupied orbital energy: -2.6 eV
- Molar mass: 837.2 g mol⁻¹
- Net charge: +1
- Highest occupied orbital energy: -11.50 eV

Record 2
Density functional theory data (ωB97M-V/def2-TZVPD) for a 8-piece molecular cluster, C30H59NO21 overall.

Last column: Löwdin charge in e.
Cartesian coordinates (Å):
C  4.535  -5.131  -1.974  -0.0752
C  3.463  -4.437  -1.210  -0.2831
O  3.603  -3.036  -1.169  0.0124
C  3.243  -2.469  -2.343  -0.6040
O  2.651  -2.994  -3.224  0.1467
O  3.639  -1.182  -2.282  -0.0098
C  3.130  -0.335  -3.327  -0.0165
H  4.410  -6.174  -1.664  0.0823
H  5.587  -4.841  -1.629  0.1106
H  4.512  -4.997  -3.055  0.0793
H  3.503  -4.743  -0.136  0.1355
H  2.488  -4.704  -1.690  0.1301
H  3.633  -0.578  -4.278  0.1002
H  3.427  0.647  -3.005  0.0890
H  2.066  -0.549  -3.535  0.0829
C  2.809  3.349  -0.039  -0.0747
C  1.699  4.017  -0.902  -0.1608
O  1.008  2.931  -1.629  0.0319
C  -0.090  3.304  -2.246  -0.6087
O  -0.564  4.406  -2.310  0.1272
O  -0.729  2.186  -2.713  -0.0594
C  -2.035  2.404  -3.275  -0.0296
H  3.317  4.155  0.539  0.0845
H  3.554  2.845  -0.654  0.0636
H  2.331  2.622  0.647  0.0323
H  2.253  4.702  -1.578  0.1256
H  1.029  4.646  -0.292  0.1200
H  -2.606  2.954  -2.555  0.0803
H  -2.477  1.471  -3.671  0.0957
H  -1.893  3.031  -4.161  0.0963
C  2.328  6.651  5.790  -0.0479
C  0.827  6.591  5.430  -0.2161
O  0.592  6.132  4.109  0.0365
C  1.038  4.941  3.789  -0.6721
O  1.264  4.710  2.626  0.1119
O  1.129  4.138  4.818  -0.0239
C  1.641  2.788  4.438  0.0403
H  2.542  7.205  6.724  0.0885
H  2.816  7.191  4.988  0.0794
H  2.669  5.627  5.810  0.0629
H  0.381  7.590  5.455  0.1203
H  0.214  5.944  6.126  0.1372
H  1.951  2.383  5.384  0.0890
H  2.383  2.942  3.655  0.0933
H  0.760  2.265  4.090  0.0824
C  4.432  -1.785  2.175  -0.0644
C  3.344  -0.802  2.058  -0.2356
O  2.160  -1.195  2.775  0.0398
C  1.424  -2.190  2.364  -0.6052
O  0.504  -2.603  3.112  0.0649
O  1.743  -2.588  1.155  -0.0205
C  0.825  -3.549  0.526  0.0194
H  4.559  -1.976  3.229  0.0816
H  5.340  -1.283  1.756  0.1082
H  4.218  -2.761  1.742  0.0712
H  3.114  -0.517  1.028  0.1161
H  3.647  0.124  2.535  0.1210
H  0.910  -3.330  -0.500  0.0605
H  -0.129  -3.266  0.914  0.0556
H  1.042  -4.619  0.783  0.1225
C  -6.242  -0.003  0.885  -0.0459
C  -4.953  0.422  0.212  -0.1870
O  -4.600  1.651  0.845  0.0483
C  -3.358  2.067  0.647  -0.6184
O  -2.593  1.627  -0.168  0.1161
O  -3.055  3.043  1.484  0.0212
C  -1.768  3.609  1.327  -0.0223
H  -6.084  -0.206  1.931  0.0795
H  -6.567  -0.993  0.593  0.0735
H  -7.112  0.585  0.720  0.0675
H  -4.929  0.547  -0.864  0.1281
H  -4.175  -0.301  0.471  0.1009
H  -1.756  4.556  1.859  0.1017
H  -1.558  3.750  0.260  0.0948
H  -1.059  2.908  1.738  0.0602
C  -1.560  -2.854  -3.136  -0.0531
C  -1.716  -1.379  -3.330  -0.1715
O  -0.574  -0.718  -4.003  0.0278
C  -0.498  -1.081  -5.261  -0.6254
O  -1.279  -1.740  -5.878  0.1336
O  0.645  -0.516  -5.733  -0.0329
C  0.856  -0.648  -7.169  -0.0303
H  -1.893  -3.561  -3.877  0.0796
H  -2.127  -3.147  -2.307  0.0423
H  -0.507  -3.137  -2.936  0.0946
H  -1.908  -0.838  -2.408  0.1037
H  -2.569  -1.282  -4.029  0.1291
H  1.956  -0.730  -7.292  0.0923
H  0.450  0.265  -7.696  0.1088
H  0.406  -1.592  -7.562  0.0979
C  -4.147  -5.618  1.110  -0.0495
C  -4.141  -4.330  0.300  -0.1949
O  -4.320  -3.193  1.180  0.0361
C  -3.230  -2.472  1.464  -0.6032
O  -2.245  -2.415  0.780  0.1050
O  -3.544  -1.681  2.493  -0.0105
C  -2.469  -0.837  2.955  0.0093
H  -4.034  -6.508  0.471  0.0876
H  -5.086  -5.747  1.640  0.0761
H  -3.380  -5.549  1.858  0.0740
H  -4.880  -4.296  -0.460  0.1111
H  -3.232  -4.231  -0.260  0.0947
H  -2.814  -0.513  3.963  0.1160
H  -2.319  -0.044  2.205  0.0916
H  -1.581  -1.438  3.083  0.0704
C  -0.090  -0.216  -0.640  -0.0390
C  0.389  0.608  0.415  -0.2413
N  0.661  1.196  1.360  0.2042
H  -0.915  -0.804  -0.251  0.0702
H  0.703  -0.872  -1.001  0.0891
H  -0.366  0.398  -1.511  0.0667

Calculated values
- Energy: -2813.317927 Ha
- Frontier orbital gap: 0.402 hartree
- Lowest unoccupied orbital energy: 0.6 eV
- SMILES: CCOC(=O)OC.CCOC(=O)OC.CCOC(=O)OC.CCOC(=O)OC.CCOC(=O)OC.CCOC(=O)OC.CCOC(=O)OC.CC#N
- Molar mass: 769.8 g mol⁻¹
- Net charge: 0
- Highest occupied orbital energy: -10.35 eV